133
Properties=species:S:1:pos:R:3:forces:R:3:mulliken_charge:R:1 method="wB97M-V/def2-TZVPD" gap_ha=0.1977 total_charge=+1 e_lumo_ha=-0.1329 energy_ha=-4032.720796
C 3.0218 -4.7493 2.6233 -0.0658 0.5676 0.7852 -0.780
C 2.0144 -4.2794 3.8600 -2.8876 -2.9989 -0.1304 0.537
O 0.9711 -5.0823 4.1051 5.8830 5.2210 -0.7375 -0.566
N 2.3908 -3.0284 4.6182 -2.2386 -1.1803 -1.6797 -0.279
C 1.3010 -2.6016 5.5952 -0.4971 -0.5248 0.4018 -0.271
C 1.5476 -1.0659 6.1768 -1.4558 -0.4693 0.2742 -0.654
C 0.4653 -0.0254 5.4418 0.2602 -0.1270 1.0920 -0.566
C 1.2509 0.7079 4.2406 0.4309 -2.3271 -0.1855 -0.072
C 0.4578 1.4165 2.9822 -0.7169 1.7935 3.3058 1.506
C 1.4096 2.7334 2.8481 -2.0773 1.6445 0.3237 -0.912
C 2.9665 2.6622 2.4741 2.0225 2.2673 -2.3626 -0.198
C 3.3755 2.2496 0.9008 -0.3815 1.4016 -0.1532 -0.656
O 3.9525 2.0944 3.3908 -1.2171 -0.8404 -0.9565 -0.332
C 4.3960 0.7458 3.1620 1.1111 -2.5322 1.3580 0.453
C 5.9980 0.5513 2.7403 4.5964 -0.5236 -0.8097 0.083
C 6.5531 0.2996 1.2213 1.1927 0.3341 1.3802 -0.090
C 8.0972 0.1018 0.7324 -0.8697 0.6785 4.6146 -0.458
C 9.2614 0.1283 1.9034 -4.7919 0.4059 0.5212 -0.339
C 8.7811 0.3224 3.4928 -2.2612 0.0296 -2.9774 -0.423
C 7.1801 0.5444 3.9268 0.9447 -0.6009 -3.9035 -0.355
C -1.1348 1.5467 3.3760 0.1515 -0.8751 1.2038 -0.599
P -2.1622 3.1469 3.0529 -1.5114 0.5488 -0.9249 0.087
O -2.3355 3.5638 1.3826 -0.2711 -1.6568 1.5653 -0.423
Cl -1.0671 4.8537 3.8429 -0.3617 -1.6476 -0.9826 -0.236
C -1.7829 0.0696 2.8907 -0.5821 -0.5184 -0.1581 -0.744
C -0.4850 -0.6656 2.1663 -2.9574 -1.7570 2.0843 1.122
C -0.6392 -1.9660 1.1838 1.9991 0.4747 -2.0527 -0.304
O -1.9426 -2.6470 1.2395 1.2059 1.6214 0.7320 -0.182
N -1.7642 -3.7409 0.4336 -2.4394 -3.9891 0.6788 -0.068
O -2.5231 -4.6418 0.7508 2.4430 3.2266 -1.1376 -0.201
N 0.2307 0.6042 1.6786 2.7038 -2.6030 0.2700 0.536
C -0.4251 1.2406 0.4684 -2.8584 3.5783 -6.1626 0.887
C 0.1256 2.5950 -0.3369 -2.1197 -1.0090 -1.0524 0.017
C -0.5505 3.2558 -1.6856 -2.1402 -3.2090 1.0690 -0.533
C -1.8864 2.6164 -2.3733 2.5051 -1.4658 4.3611 -0.605
C -2.5304 1.3304 -1.6074 3.2097 1.9546 0.8616 -0.615
C -1.8286 0.7105 -0.2815 0.4517 1.0972 -0.7179 -0.402
H 3.4696 -5.7901 2.9579 -0.9239 2.2454 -0.7847 0.315
H 2.3866 -4.8862 1.6500 1.1559 0.1831 1.9862 0.256
H 3.8911 -3.9600 2.4267 -1.8777 -1.7804 0.5314 0.228
H 2.5286 -2.2435 3.9132 0.2023 -1.5044 1.0588 0.046
H 1.2512 -3.4105 6.4692 0.2739 1.9070 -1.9398 0.424
H 0.2796 -2.7232 5.0130 1.7114 0.5046 1.3989 0.164
H 2.6537 -0.7191 6.0213 -2.0848 -0.6991 0.4099 0.263
H 1.2549 -1.0949 7.3320 0.9514 0.1210 -2.5614 0.333
H -0.4579 -0.6816 5.1795 1.6209 1.3187 0.1887 0.012
H 0.0921 0.7887 6.2258 0.8564 -1.7167 -1.6926 0.480
H 1.9686 1.4549 4.8358 -1.4401 -1.6418 -2.0519 0.571
H 1.8705 -0.1731 3.7182 -0.7749 1.9674 1.2267 -1.094
H 0.8011 3.5066 2.1683 1.8940 -1.5671 1.0759 0.546
H 1.3498 3.2906 3.9084 0.0364 -1.5126 -2.3226 0.363
H 3.2890 3.8292 2.4818 -0.9655 -2.6980 0.2208 0.260
H 3.1773 3.2297 0.2433 0.1334 -2.2842 1.3352 0.182
H 2.7216 1.3790 0.4794 1.4836 1.4717 0.5471 0.080
H 4.5407 2.0997 0.7647 -2.5791 -0.0500 0.6436 0.279
H 3.6738 0.0525 2.5099 1.6658 1.8168 0.8813 -0.019
H 4.3524 0.2088 4.2333 0.1309 1.1908 -2.2320 0.015
H 5.7245 0.3018 0.3607 2.0367 -0.0982 2.0454 0.168
H 8.3508 -0.0371 -0.4262 -0.6628 0.3323 2.9872 0.286
H 10.3759 0.0043 1.5624 -2.3936 0.2685 1.0638 0.298
H 9.6578 0.2930 4.2821 -2.2581 0.1411 -1.6217 0.285
H 6.8593 0.6800 5.0630 0.9346 -0.3223 -2.7300 0.265
H -1.4603 1.4942 4.5282 1.6075 0.4686 -2.1686 0.416
H -3.0808 2.9686 1.0351 1.4397 1.2284 0.6438 0.345
H -2.1060 -0.6563 3.7528 0.7589 1.8285 -1.2929 0.419
H -2.7821 0.1927 2.2870 2.2550 -0.1922 0.7248 0.353
H -0.0014 -1.2849 3.0652 -0.1003 2.5652 -1.7209 -0.898
H 0.1738 -2.8031 1.4384 -1.6822 2.1040 -0.1444 0.164
H -0.3799 -1.6480 0.0644 -0.8110 -0.6452 2.2590 0.318
H 1.2160 0.2182 1.5583 -1.0630 0.9819 -1.1258 0.602
H 1.0410 3.1931 0.0446 -1.7703 -1.4188 -0.6815 -0.051
H -0.0856 4.2223 -2.2090 -0.8638 -2.4797 1.5466 0.249
H -2.3148 3.1128 -3.3423 0.7866 -1.2425 2.1372 0.344
H -3.5237 0.8563 -2.0701 2.5262 0.9544 1.4471 0.324
H -2.4318 -0.2127 0.1790 1.6365 2.2220 -1.1557 0.027
O -8.5249 -6.1967 -2.0623 4.1730 -1.6565 -1.3189 -0.762
P -7.5139 -5.5281 -1.0988 -7.4478 3.9930 2.4094 0.832
N -8.3989 -6.0404 0.2545 -0.4612 -1.5242 1.8292 0.082
C -9.0314 -5.2450 1.2823 0.2071 0.4519 0.1471 -0.946
C -8.4429 -7.4712 0.5351 -0.0869 -0.3170 -0.6220 -1.037
N -8.0051 -3.9320 -1.5298 0.1758 0.7719 -0.8097 0.174
C -8.5155 -2.9145 -0.6232 0.7077 0.3522 0.2834 -1.109
C -8.6362 -3.7426 -2.8413 0.1624 -0.4542 -0.1794 -0.994
N -6.3516 -4.7595 0.0088 2.5656 -1.6844 -2.0857 -0.038
C -5.2372 -4.1583 -0.7641 0.2476 0.7479 -0.2975 -0.792
C -5.7003 -5.6266 1.0069 -0.2081 -0.3110 0.6930 -0.995
H -8.3542 -4.5050 1.7139 -0.0016 0.2343 -0.0214 0.306
H -9.3761 -5.8423 2.1351 0.2007 -0.2072 -0.3579 0.406
H -9.9183 -4.7394 0.8925 0.0165 0.1701 0.0879 0.244
H -7.5194 -7.8034 1.0148 0.1009 -0.2637 0.2316 0.295
H -8.5638 -8.0543 -0.3858 0.0515 0.1689 0.0661 0.306
H -9.2821 -7.7542 1.1840 0.1753 0.2988 -0.1575 0.407
H -9.5798 -3.0543 -0.4152 -0.0631 0.0025 0.0058 0.309
H -8.3972 -1.9153 -1.0598 -0.0449 -0.1183 -0.1786 0.395
H -7.9684 -2.8680 0.3204 -0.1124 -0.2941 -0.0957 0.306
H -9.6860 -4.0598 -2.8269 0.0475 -0.0320 -0.1218 0.310
H -8.1053 -4.3065 -3.6162 -0.2840 -0.0163 0.2500 0.292
H -8.6036 -2.6938 -3.1587 0.0925 -0.0026 0.3659 0.305
H -4.6782 -4.9297 -1.3062 0.2251 0.1321 0.1693 0.398
H -4.5476 -3.6177 -0.1070 -0.2176 -0.2360 0.0857 0.020
H -5.5883 -3.4275 -1.4983 -0.2580 -0.2716 0.1503 0.365
H -5.2636 -6.5157 0.5390 0.1347 0.0656 0.2061 0.400
H -6.3907 -5.9455 1.7911 -0.1805 -0.0182 -0.3596 0.301
H -4.9069 -5.0887 1.5396 -0.1053 0.0554 -0.4122 0.242
O 2.1694 2.9472 -4.5656 3.5296 -2.8557 0.7536 -0.761
P 3.3204 3.6708 -5.3066 -6.5523 5.2620 -2.3874 0.788
N 3.0343 5.1024 -4.4431 0.3456 1.5571 2.0528 0.370
C 2.6602 6.4064 -4.9418 0.1777 0.2462 -0.4868 -1.026
C 3.3209 5.1014 -3.0128 -0.2261 -0.5380 0.0761 -1.292
N 2.4597 3.7248 -6.8002 -0.2808 -0.7139 -0.6770 0.155
C 2.1222 4.9217 -7.5561 0.7157 0.1670 -0.5568 -1.076
C 1.4050 2.7273 -7.0170 0.2334 -0.3147 0.3209 -0.977
N 4.6435 4.5026 -6.1585 1.9072 -3.1188 0.9931 -0.110
C 5.3219 3.5608 -7.0825 0.1067 -0.2592 -0.9124 -1.099
C 5.7231 5.0705 -5.3313 0.0952 0.6515 0.4497 -1.038
H 3.3121 6.7479 -5.7486 -0.0842 0.0081 -0.1893 0.309
H 2.7225 7.1913 -4.1783 0.1123 -0.4160 0.1070 0.452
H 1.6241 6.4077 -5.2892 0.0229 0.1055 -0.1719 0.207
H 4.3926 5.2065 -2.8295 0.2021 0.1306 0.2955 0.228
H 2.9965 4.1655 -2.5421 0.0350 -0.0282 -0.1497 0.383
H 2.8047 5.9058 -2.4726 0.0697 -0.0750 -0.3282 0.470
H 1.2264 5.4100 -7.1628 -0.0700 0.0190 0.0293 0.307
H 1.9230 4.6713 -8.6052 -0.0544 -0.1570 0.1458 0.390
H 2.9375 5.6465 -7.5972 -0.1042 -0.1311 0.2701 0.302
H 0.4870 2.9963 -6.4803 -0.0262 -0.1091 0.0205 0.278
H 1.7314 1.7348 -6.6873 -0.1754 0.3098 0.0950 0.287
H 1.1580 2.6237 -8.0800 0.2152 0.3141 0.0662 0.319
H 5.7859 2.7371 -6.5279 0.2203 0.1364 -0.1426 0.367
H 6.0931 4.0706 -7.6698 -0.0772 0.0655 0.2766 0.401
H 4.6315 3.1224 -7.8087 -0.0880 0.1899 0.3340 0.323
H 6.1176 4.3302 -4.6267 0.1789 0.1563 -0.0799 0.368
H 5.3960 5.9494 -4.7710 -0.2583 -0.2593 -0.0023 0.287
H 6.5496 5.4323 -5.9546 -0.2389 -0.3385 -0.0960 0.379